C40H34N3P2ReS2 as an isolated structure in a non-equilibrium geometry, computed with ωB97M-V/def2-TZVPD.

The geometry in XYZ format:
```
82
Properties=species:S:1:pos:R:3:forces:R:3:lowdin_charge:R:1
C 2.8232 -2.8895 -0.0033 -0.041 -0.009 0.010 -0.070
C -2.4028 -6.0559 -1.8512 0.002 -0.035 -0.008 -0.043
C 1.2978 -2.3392 -1.7951 0.045 0.006 -0.022 -0.118
C 2.6985 -0.6719 4.6884 -0.009 -0.002 -0.009 -0.028
S -0.5455 -5.5193 0.2076 -0.028 0.094 -0.004 1.211
H 4.5459 -0.0969 3.7587 0.003 0.000 -0.003 0.123
C -3.9822 4.2705 0.8389 -0.009 0.014 -0.003 -0.037
C 0.8402 -1.0425 3.2139 0.026 0.039 0.003 -0.102
C -0.6980 2.6668 -3.8175 0.011 0.020 -0.023 -0.037
C -4.2190 4.0853 2.1932 0.012 -0.011 -0.012 -0.032
H 3.8799 1.8420 -1.1172 -0.008 0.002 0.007 0.122
C 3.7582 2.6118 -0.3694 0.106 -0.031 -0.059 0.030
C 3.5078 -0.3572 3.6015 0.023 0.009 0.013 -0.039
H 0.4704 -1.7538 -2.1947 -0.004 -0.002 0.004 0.104
C 4.7769 3.5013 -0.1675 0.009 -0.011 -0.015 -0.012
H -4.4624 5.0822 0.3096 0.000 0.002 0.001 0.124
H -1.8035 2.1520 -5.5817 0.003 0.003 -0.002 0.127
Re -1.5006 -1.0691 0.3365 0.898 0.242 -0.535 1.073
C 1.8789 -3.3088 -2.5937 -0.005 0.005 -0.008 -0.042
H -0.0417 3.3520 -4.3370 -0.001 0.001 -0.002 0.123
H 1.5161 -3.4709 -3.5999 0.004 -0.002 -0.003 0.122
S -4.7151 -0.9457 3.5838 0.120 0.032 -0.209 0.987
H 0.2286 -3.5290 1.3547 -0.012 -0.021 0.021 0.081
H -0.2033 -1.2933 3.0572 0.013 -0.010 0.010 0.075
H 5.6951 3.4018 -0.7298 0.003 -0.005 0.002 0.134
C 1.7695 -2.1250 -0.4968 0.075 0.018 0.062 -0.405
C 3.3982 -3.8660 -0.8076 0.011 -0.011 -0.006 -0.038
C -2.9137 -3.2732 -1.9425 0.021 -0.006 0.012 -0.023
H -2.9555 3.5630 -0.9031 0.005 0.005 0.001 0.112
C -3.1294 3.4149 0.1556 -0.082 -0.071 -0.048 -0.061
C 2.5273 2.7574 0.3397 -0.064 -0.017 -0.027 -0.177
C -2.7604 2.1754 2.1999 0.064 0.069 0.013 -0.126
H 3.6406 -0.1637 1.4793 -0.006 -0.004 -0.004 0.111
C -0.4422 -3.8872 0.5880 -0.090 -0.153 -0.003 -0.452
C -1.7419 -5.1701 -1.0041 0.048 0.113 0.060 -0.425
H 0.2086 3.0333 -1.9221 0.001 -0.014 0.008 0.106
H -4.2871 -3.7697 -3.4951 -0.005 0.008 0.004 0.123
C -2.5272 2.3585 0.8355 -0.017 -0.054 -0.024 -0.368
H 4.2145 -4.4634 -0.4245 0.003 -0.001 -0.001 0.124
C -3.6023 3.0428 2.8757 -0.003 -0.004 0.009 -0.051
H 1.4836 3.9707 1.8261 0.005 -0.001 -0.006 0.122
P 0.9478 -0.8377 0.4751 -0.571 -0.172 -0.062 0.935
C 2.3891 3.8481 1.2506 -0.036 0.069 0.065 0.035
C -1.4118 1.6022 -1.7790 0.128 0.030 0.032 -0.397
H -3.3399 0.6232 -4.3951 0.000 0.002 -0.005 0.123
H 3.3835 -4.8332 -2.7193 0.001 -0.003 0.000 0.125
P -1.3210 1.3075 -0.0059 -0.160 0.149 -0.100 0.901
C 1.6716 0.6029 -0.4747 0.035 -0.064 -0.083 -0.251
H -3.1098 0.2836 -1.9648 -0.009 0.014 0.004 0.085
C 0.1677 2.2147 0.6455 -0.061 -0.043 0.141 -0.254
H 0.7410 -1.2547 5.3447 0.004 -0.004 0.005 0.121
C 3.4269 4.7162 1.4487 -0.009 0.003 0.009 -0.009
H 1.2117 0.5936 -1.4686 0.013 -0.029 0.002 0.102
C 1.6507 -0.7373 2.1195 -0.063 0.015 0.013 -0.379
H -3.8498 -6.1849 -3.4088 0.006 -0.009 0.000 0.128
H 3.3230 5.5242 2.1596 -0.003 0.004 -0.002 0.134
C -3.5651 -4.1487 -2.7850 0.000 0.024 0.009 -0.036
C -2.5535 1.1305 -3.8530 0.012 0.005 -0.005 -0.040
C 2.9908 -0.3893 2.3177 -0.003 0.011 0.004 -0.090
N -1.2303 -3.0765 -0.1013 -0.029 -0.017 -0.118 -0.194
C 4.6300 4.5573 0.7447 -0.029 -0.024 -0.005 0.031
C -2.4138 0.9308 -2.4880 -0.002 -0.046 -0.005 -0.108
C -1.9911 -3.7970 -1.0370 -0.022 -0.058 -0.145 -0.303
H 3.1109 -0.6521 5.6882 0.002 0.004 0.001 0.126
H -4.8834 4.7560 2.7209 -0.002 0.001 0.001 0.125
C 2.9299 -4.0740 -2.0966 -0.005 0.002 0.013 -0.033
H -2.2099 -7.1192 -1.8127 -0.004 -0.003 -0.005 0.129
H -0.0451 3.2730 0.4946 0.018 -0.010 -0.026 0.114
C -3.6671 -0.9289 2.4712 -0.160 -0.016 0.331 -0.830
C -1.6926 1.9934 -4.5175 -0.009 -0.010 0.022 -0.026
H -3.1153 -2.2096 -1.9808 -0.011 -0.006 -0.006 0.083
C 1.3672 -1.0128 4.4968 0.004 0.000 -0.005 -0.043
H 5.4435 5.2531 0.9004 0.003 0.004 0.001 0.137
H -2.2686 1.3741 2.7408 -0.001 0.006 0.001 0.089
H -3.7786 2.9087 3.9347 -0.003 0.003 0.002 0.120
N -2.8413 -0.9622 1.5593 -0.128 -0.091 0.626 -0.210
H 0.1331 2.0190 1.7245 -0.040 0.050 0.001 0.117
H 2.7255 0.3743 -0.5956 -0.018 -0.004 0.029 0.090
C -0.5558 2.4770 -2.4525 -0.023 0.003 0.001 -0.086
C -3.3152 -5.5266 -2.7384 0.002 -0.030 -0.002 -0.031
H 3.1889 -2.7395 1.0049 0.006 -0.003 0.000 0.109
N 1.5003 1.9001 0.1427 0.044 0.031 0.058 -0.085
```
Forces are in eV/Å.

Properties
Orbital gap (spin up / spin down) ... 6.319 / 5.528 eV
Spin multiplicity ... 2
Highest occupied orbital energy (spin up / spin down) ... -16.10 / -16.12 eV
Relative energy (zero: lowest compared OMol25 entry of this formula, charge and spin) ... 3.0 kcal/mol
Charge ... +3

***

A 2-piece molecular cluster, C4H9NO overall in a non-equilibrium geometry, computed with ωB97M-V/def2-TZVPD.

The geometry in XYZ format:
```
15
Properties=species:S:1:pos:R:3:forces:R:3:lowdin_charge:R:1
C 1.5265 -0.3766 0.8084 0.822 -0.241 -0.451 0.022
H 3.5334 0.3994 0.4923 0.361 -0.761 0.363 0.097
C 2.4666 0.5037 0.4681 -0.487 1.299 -0.033 -0.255
H -1.1439 1.6906 -0.1323 -0.057 1.584 -0.064 0.045
C -2.2336 -1.3805 -0.2106 1.160 -0.673 -1.584 -0.174
H -2.8268 -1.8090 0.5591 -0.642 -0.238 0.658 0.058
H -2.7137 -1.4521 -1.1654 -0.460 -0.751 -0.749 0.071
H 1.8389 -1.3801 1.0757 0.088 0.156 0.140 0.053
H 0.4622 -0.2251 0.6989 0.110 0.382 0.076 0.025
H -0.9907 0.8353 -1.7099 0.062 -0.526 -1.711 0.054
H -1.2803 -1.9503 -0.2433 -0.416 0.171 -0.082 0.092
O 2.1490 1.7394 -0.0719 -1.445 -0.314 -0.518 -0.045
C -1.4474 0.9015 -0.7669 -1.224 -3.900 4.349 -0.021
N -1.9577 -0.0360 0.0271 1.523 4.363 -0.865 -0.113
H 2.6175 2.5397 0.1707 0.605 -0.549 0.472 0.090
```
Forces are in eV/Å.

Properties
SMILES ... C=CO.C=NC
Orbital gap ... 9.898 eV
Highest occupied orbital energy ... -9.05 eV
Relative energy (zero: lowest compared OMol25 entry of this formula, charge and spin) ... 87.0 kcal/mol

***

An isolated ion of composition C8H20NOS and charge +1 in a non-equilibrium geometry, computed with ωB97M-V/def2-TZVPD.

The geometry in XYZ format:
```
31
Properties=species:S:1:pos:R:3:forces:R:3:lowdin_charge:R:1
H -0.7804 1.4207 0.2956 0.453 1.347 0.380 0.106
H -3.1029 1.7171 0.4816 1.197 -0.864 -0.412 0.139
H -2.8320 0.4550 1.5231 1.138 -0.657 -0.560 0.111
N -1.3332 0.7041 -0.1298 1.468 -1.324 -0.435 -0.163
C -0.2374 -0.3220 1.8390 -0.303 1.240 -1.077 -0.077
H -1.9657 2.1511 -1.5251 0.437 -1.579 -0.230 0.141
H -3.3893 0.1855 -0.1480 0.565 -0.668 -0.020 0.100
C -0.3395 -0.4946 0.3376 -1.996 -1.211 0.313 -0.515
H 0.4184 -1.0075 2.2439 0.800 -1.846 0.800 0.069
C 1.0666 -1.0498 -1.6384 -3.052 1.704 1.153 -0.043
C 1.5653 1.0645 -0.3855 -0.660 -0.454 0.014 -0.119
H -2.0499 -1.9296 1.1298 0.122 -0.289 -0.311 -0.114
C 2.0884 -1.1718 0.5714 -0.107 0.600 -1.575 -0.015
H -2.1979 0.3656 -2.1191 1.015 1.127 1.041 0.142
H -0.5773 1.1654 -2.0708 0.573 -0.002 -0.241 0.063
H 1.0984 -2.0651 -1.6579 -0.042 -2.977 0.232 0.071
H 1.9671 -2.2091 0.4217 -0.443 -1.355 0.732 0.091
S -1.3337 -2.1419 0.0036 1.137 1.666 0.322 0.836
C -2.6276 0.6730 0.4604 -4.305 2.261 1.264 -0.102
O 0.9148 1.9215 0.5678 -0.171 -1.562 0.344 -0.059
H 0.1872 -0.6975 -2.1303 -0.822 -0.273 -0.668 0.073
H -1.1530 -0.3056 2.3413 -1.426 -0.493 0.721 0.059
H 2.6666 1.1037 -0.2758 -0.648 -0.008 -0.171 0.152
H 1.2252 1.4529 -1.3254 0.539 0.112 -0.945 0.106
H 0.2127 0.6099 2.0803 0.441 0.942 0.018 0.092
C -1.5119 1.1021 -1.5652 -1.758 0.229 -0.359 0.013
C 1.0633 -0.4223 -0.2909 0.390 0.616 1.261 -0.491
H 2.2154 -0.8110 1.5514 -0.047 0.053 1.255 0.085
H 1.7875 -0.6949 -2.2123 3.786 1.497 -2.482 0.063
H 1.3368 2.7450 0.4900 0.745 1.941 0.079 0.094
H 3.0165 -0.9889 0.0825 0.975 0.229 -0.442 0.092
```
Forces are in eV/Å.

Properties
SMILES ... C[NH+](C)[C@@](C)(S)C(C)(C)CO
Orbital gap ... 10.650 eV
Highest occupied orbital energy ... -13.24 eV
Relative energy (zero: lowest compared OMol25 entry of this formula, charge and spin) ... 0.0 kcal/mol
Charge ... +1

***

C26H21BCl2F2NORe as an isolated structure, computed with ωB97M-V/def2-TZVPD.

The geometry in XYZ format:
```
55
Properties=species:S:1:pos:R:3:forces:R:3:lowdin_charge:R:1
C -0.8959 0.2688 -2.5807 0.189 -0.088 0.123 -0.238
H -4.0582 1.6052 3.2871 -0.003 -0.018 -0.010 0.093
H 4.9365 -3.6525 4.3308 -0.002 0.001 -0.005 0.114
H 1.7002 1.8315 2.5499 0.002 -0.002 0.005 0.081
H -3.5058 -0.7321 1.4925 0.009 0.001 -0.002 0.135
H -3.1605 2.8719 2.4551 0.001 -0.011 0.007 0.080
C 2.1859 -3.8205 2.3749 -0.053 -0.030 -0.017 -0.024
C -1.8129 2.5459 -2.4393 -0.044 0.066 -0.039 -0.153
N -0.5503 1.5646 -0.6101 -0.042 -0.080 -0.054 -0.026
C -1.2000 3.8654 -0.5298 0.060 -0.036 0.065 -0.008
H -2.6426 1.0345 -5.3690 0.007 -0.009 0.006 0.118
Cl -3.3088 3.6181 -4.4480 0.014 -0.020 0.016 0.756
C -3.4839 1.8337 2.3874 0.021 -0.005 -0.008 -0.029
C 3.7363 -2.1496 1.5517 0.019 -0.015 0.022 -0.030
H -1.1733 4.7957 0.0182 0.001 -0.007 0.006 0.122
H 5.5417 -1.9229 2.6750 -0.001 -0.002 0.004 0.114
C 2.5239 -2.8363 1.4428 0.017 0.131 -0.077 -0.254
H 2.2168 0.1421 2.5796 -0.012 -0.005 -0.001 0.067
C 1.6271 -2.5207 0.3729 -0.385 0.318 0.049 0.001
H 1.2539 -4.3615 2.2706 0.008 0.012 0.001 0.121
H -2.3856 4.6025 -2.1448 0.003 -0.010 -0.004 0.106
C -1.0390 1.2813 2.5689 0.046 0.088 -0.009 -0.058
B 0.0422 -2.2981 -1.9624 -0.051 0.112 -0.072 -1.003
H 1.4421 0.8544 3.9926 -0.006 0.005 -0.005 0.100
C -2.3915 2.3497 -3.7221 -0.003 0.028 0.013 -0.588
C -2.5105 -0.4231 1.7951 -0.044 -0.055 -0.012 0.005
O -0.0601 -0.6201 -1.9599 -0.168 0.015 0.142 -0.136
C 0.0767 0.4062 2.3987 -0.035 0.106 0.095 -0.372
C 0.8282 -2.3544 -0.5463 0.133 -0.276 -0.313 0.022
C -0.1852 -0.9723 2.2045 0.033 -0.091 0.025 -0.204
C 4.2574 -3.4220 3.5208 0.007 0.001 0.005 -0.052
F -1.2475 -2.7240 -1.8851 -0.017 -0.078 0.006 0.171
C -1.8318 -2.8347 1.6325 0.013 0.016 -0.022 -0.020
C -0.5632 2.7392 -0.0012 -0.002 0.042 -0.010 -0.089
H -2.2069 -3.2592 2.5661 0.009 -0.001 0.004 0.100
H -0.0512 2.7912 0.9452 0.001 0.006 0.009 0.102
C -1.8567 3.7583 -1.7235 -0.048 0.005 -0.082 0.018
H 0.5355 -1.7109 2.5269 0.009 -0.024 0.002 0.108
H -2.5993 -2.9644 0.8707 -0.010 0.001 0.008 0.094
C -1.4367 0.1340 -3.8306 -0.083 -0.012 -0.124 -0.541
C 4.5989 -2.4461 2.5913 -0.003 -0.004 0.012 -0.056
C -1.1116 1.4705 -1.8686 0.083 0.020 0.085 -0.120
F 0.7606 -2.7000 -3.0229 0.027 -0.016 0.045 0.186
C -1.5110 -1.3789 1.8390 -0.116 -0.064 0.012 -0.302
C 1.4364 0.8327 2.9005 0.001 0.030 -0.023 -0.034
H -0.8556 2.2799 2.9525 -0.002 -0.007 -0.007 0.131
C -2.3126 0.9018 2.2514 -0.041 0.031 0.026 -0.271
Re 0.1093 -0.3419 0.0951 0.397 -0.097 0.098 1.563
Cl -1.1807 -1.2625 -4.7829 -0.014 0.008 -0.002 0.852
C 3.0559 -4.1101 3.4121 0.026 0.027 -0.019 -0.052
H 2.8012 -4.8766 4.1310 -0.002 0.001 0.000 0.115
C -2.2140 1.1775 -4.3873 0.030 -0.034 0.030 -0.091
H -4.1615 1.7378 1.5381 0.008 0.008 -0.006 0.087
H -0.9566 -3.4039 1.3262 0.004 0.016 0.001 0.066
H 3.9940 -1.4016 0.8130 0.007 0.001 0.003 0.124
```
Forces are in eV/Å.

Properties
Orbital gap (spin up / spin down) ... 7.208 / 6.545 eV
Spin multiplicity ... 4
Highest occupied orbital energy (spin up / spin down) ... -10.95 / -10.86 eV
Relative energy (zero: lowest compared OMol25 entry of this formula, charge and spin) ... 9.7 kcal/mol
Charge ... +1